Record 1
C3H3NO | the ωB97M-V functional and the def2-TZVPD basis

```
! wB97M-V def2-TZVPD RIJCOSX def2/J DEFGRID3
* xyz 0 1
C -2.8215 -0.3563 1.0575
C 0.2641 0.6303 0.3694
C 0.7915 -0.2218 -0.6427
N -1.6819 -0.1398 0.7819
O 0.6231 1.5417 0.9948
H 1.2738 -1.1741 -0.2514
H 1.5666 0.3534 -1.1695
H -0.0158 -0.6333 -1.1399
*
```

Values from the calculation:
Kohn-Sham gap in eV: 9.246
ΔE to the lowest compared entry with this formula, charge and spin in kcal per mole: 61.93
E_HOMO in eV: -9.86
Molecular weight in g mol⁻¹: 69.1
Electronic energy in Eh: -245.992858

Record 2
C3H3NO | the ωB97M-V functional and the def2-TZVPD basis

```
! wB97M-V def2-TZVPD RIJCOSX def2/J DEFGRID3
* xyz 0 1
C -0.0890 0.0796 -0.9149
C 0.0335 0.5620 0.4964
O -0.2040 1.6560 0.9148
C 0.2291 -0.6171 1.4293
N 0.4642 -1.6128 1.9852
H -1.3087 -0.2745 -1.2140
H 0.1246 1.0569 -1.7040
H 0.7502 -0.8500 -0.9928
*
```

Values from the calculation:
Kohn-Sham gap in eV: 10.805
SMILES string: CC(=O)C#N
ΔE to the lowest compared entry with this formula, charge and spin in kcal per mole: 39.88
E_HOMO in eV: -11.34
Molecular weight in g mol⁻¹: 69.1
Electronic energy in Eh: -246.027986

Record 3
C3H3NO | the ωB97M-V functional and the def2-TZVPD basis

```
! wB97M-V def2-TZVPD RIJCOSX def2/J DEFGRID3
* xyz 0 1
O 0.7156 0.7382 -0.0732
C 0.6818 -0.6974 -0.1165
C -0.7010 -1.0707 0.1297
N -1.4056 0.1069 0.1598
C -0.5369 1.0830 -0.0290
H 0.8470 -1.2284 0.9594
H 1.1571 -1.0827 -1.0269
H -0.7579 2.1510 -0.0035
*
```

Values from the calculation:
Kohn-Sham gap in eV: 8.432
ΔE to the lowest compared entry with this formula, charge and spin in kcal per mole: 79.63
E_HOMO in eV: -8.56
Molecular weight in g mol⁻¹: 69.1
Electronic energy in Eh: -245.964638

Record 4
C3H3NO | the ωB97M-V functional and the def2-TZVPD basis

```
! wB97M-V def2-TZVPD RIJCOSX def2/J DEFGRID3
* xyz 0 3
C -0.0335 -0.3721 -0.0078
C 0.8031 0.1674 0.7849
C -1.0738 -0.2557 -1.0214
N 1.3675 0.6867 1.9671
O -0.2929 -1.4161 -0.8378
H -2.1083 -0.3203 -0.7025
H -0.8778 0.3116 -1.9242
H 2.2156 1.1986 1.7416
*
```

Values from the calculation:
Kohn-Sham gap (alpha / beta) in eV: 7.470 / 7.274
ΔE to the lowest compared entry with this formula, charge and spin in kcal per mole: 61.06
E_HOMO (alpha / beta) in eV: -6.67 / -9.77
Molecular weight in g mol⁻¹: 69.1
Electronic energy in Eh: -245.851985

Record 5
C3H3NO | the ωB97M-V functional and the def2-TZVPD basis

```
! wB97M-V def2-TZVPD RIJCOSX def2/J DEFGRID3
* xyz 0 3
C 1.8367 0.5835 -0.1606
C -1.8836 -0.1531 0.1050
C -1.2916 0.8711 0.0734
N 2.6847 -0.2965 -0.0006
O 1.1381 1.4670 -0.0995
H -2.2522 -1.2157 -0.0179
H 3.0796 -0.9846 -0.5117
H -0.8524 1.8940 -0.1177
*
```

Values from the calculation:
Kohn-Sham gap (alpha / beta) in eV: 4.005 / 4.659
ΔE to the lowest compared entry with this formula, charge and spin in kcal per mole: 132.30
E_HOMO (alpha / beta) in eV: -3.26 / -9.89
Molecular weight in g mol⁻¹: 69.1
Electronic energy in Eh: -245.738460

Record 6
C3H3NO2 | the ωB97M-V functional and the def2-TZVPD basis

```
! wB97M-V def2-TZVPD RIJCOSX def2/J DEFGRID3
* xyz 0 1
C 0.7461 -0.8421 0.0567
C 0.2119 1.1199 -2.4314
C -0.4909 -0.1342 2.0153
N 0.2820 -0.8394 1.1557
O -0.4639 2.0013 -2.1341
O -1.5923 -0.4973 2.2955
H 1.1565 -1.6882 -0.4651
H 0.1803 0.0895 -2.9769
H -0.0296 0.7905 2.4844
*
```

Values from the calculation:
Kohn-Sham gap (alpha / beta) in eV: 8.575 / 6.938
ΔE to the lowest compared entry with this formula, charge and spin in kcal per mole: 137.99
E_HOMO (alpha / beta) in eV: -8.38 / -7.75
Molecular weight in g mol⁻¹: 85.1
Electronic energy in Eh: -321.157738

Record 7
C3H3NO2 | the ωB97M-V functional and the def2-TZVPD basis

```
! wB97M-V def2-TZVPD RIJCOSX def2/J DEFGRID3
* xyz 0 1
O 2.1503 -0.0786 -0.0151
C 0.9362 -0.3710 0.2916
N 0.3510 -1.5383 0.4884
O -1.0346 -1.2625 0.2704
C -1.2251 -0.0363 -0.1018
C -0.0410 0.6907 -0.0844
H 1.1032 0.6136 -0.7723
H -2.2566 0.2463 -0.2820
H 0.0166 1.7362 0.2052
*
```

Values from the calculation:
Kohn-Sham gap in eV: 8.924
ΔE to the lowest compared entry with this formula, charge and spin in kcal per mole: 135.53
E_HOMO in eV: -9.57
Molecular weight in g mol⁻¹: 85.1
Electronic energy in Eh: -321.161662

Record 8
C3H3NO2 | the ωB97M-V functional and the def2-TZVPD basis

```
! wB97M-V def2-TZVPD RIJCOSX def2/J DEFGRID3
* xyz 0 1
C 0.7363 0.9284 1.4311
C 0.6088 -0.5052 -1.1462
C -0.4561 0.6663 0.9428
N -1.2057 0.4555 -0.1208
O -0.6927 1.2461 2.1150
O -0.6505 -0.3216 -1.2104
H 1.4573 0.4122 2.0160
H 0.8532 -1.0711 -2.0569
H -2.2137 0.4765 -0.1104
*
```

Values from the calculation:
Kohn-Sham gap in eV: 8.152
ΔE to the lowest compared entry with this formula, charge and spin in kcal per mole: 216.22
E_HOMO in eV: -7.92
Molecular weight in g mol⁻¹: 85.1
Electronic energy in Eh: -321.033073

Record 9
C3H3NO2 | the ωB97M-V functional and the def2-TZVPD basis

```
! wB97M-V def2-TZVPD RIJCOSX def2/J DEFGRID3
* xyz 0 1
O 2.1703 0.0904 -0.2524
C 0.8368 -0.0293 -0.1251
N 0.2808 -1.2111 0.0508
O -1.0731 -1.0250 0.1317
C -1.2776 0.3732 0.0067
C -0.0731 1.1068 -0.2335
H 2.5494 -0.8072 -0.2130
H -2.2533 0.6044 -0.3678
H -1.1602 0.8978 1.0027
*
```

Values from the calculation:
Kohn-Sham gap in eV: 9.145
ΔE to the lowest compared entry with this formula, charge and spin in kcal per mole: 126.95
E_HOMO in eV: -9.78
Molecular weight in g mol⁻¹: 85.1
Electronic energy in Eh: -321.175330

Record 10
C3H3NO2 | the ωB97M-V functional and the def2-TZVPD basis

```
! wB97M-V def2-TZVPD RIJCOSX def2/J DEFGRID3
* xyz 0 1
O 1.5600 -0.1118 -0.0533
C 0.6843 0.8326 -0.2898
C 0.7279 2.0163 -1.0415
O -0.5296 0.8540 -0.0230
C -1.4762 -1.8616 0.5038
N -0.3678 -2.1706 0.5590
H 1.0914 -0.9038 0.2915
H 0.8124 2.9014 -0.3997
H -2.5024 -1.5565 0.4531
*
```

Values from the calculation:
Kohn-Sham gap in eV: 9.238
ΔE to the lowest compared entry with this formula, charge and spin in kcal per mole: 110.91
E_HOMO in eV: -9.40
Molecular weight in g mol⁻¹: 85.1
Electronic energy in Eh: -321.200902

Record 11
C3H3NO2 | the ωB97M-V functional and the def2-TZVPD basis

```
! wB97M-V def2-TZVPD RIJCOSX def2/J DEFGRID3
* xyz 0 1
C 1.3070 0.1824 -0.3321
C 0.5095 -0.7976 0.2006
C 0.3090 1.1336 0.2476
N -0.2978 -0.0042 0.9533
O -0.0066 2.2714 0.2295
O -2.3611 -0.6892 0.1994
H 2.3003 0.2842 -0.8621
H 0.4302 -1.9284 0.0679
H -2.1904 -0.4521 -0.7041
*
```

Values from the calculation:
Kohn-Sham gap (alpha / beta) in eV: 7.077 / 7.078
ΔE to the lowest compared entry with this formula, charge and spin in kcal per mole: 160.11
E_HOMO (alpha / beta) in eV: -9.79 / -9.79
Molecular weight in g mol⁻¹: 85.1
Electronic energy in Eh: -321.122492

Record 12
C3H3NO2 | the ωB97M-V functional and the def2-TZVPD basis

```
! wB97M-V def2-TZVPD RIJCOSX def2/J DEFGRID3
* xyz 0 1
O 1.3363 0.0157 -1.0283
C 0.6573 -0.0186 0.1671
C 0.1334 1.2638 0.5772
O -0.3769 2.2697 0.3180
C -1.0276 -0.9542 0.2349
N -1.2884 -1.7901 -0.5544
H 0.6786 0.0797 -1.7294
H 1.2874 -0.4680 0.9192
H -1.3999 -0.3980 1.0957
*
```

Values from the calculation:
Kohn-Sham gap (alpha / beta) in eV: 7.167 / 7.162
ΔE to the lowest compared entry with this formula, charge and spin in kcal per mole: 116.22
E_HOMO (alpha / beta) in eV: -8.27 / -8.27
Molecular weight in g mol⁻¹: 85.1
Electronic energy in Eh: -321.192440